one | Computed, not measured: a structure of composition C12H6MnN2O5, with ωB97M-V/def2-TZVPD.

```
26
Properties=species:S:1:pos:R:3
O -0.05501 -0.59260 -7.49634
C 0.03643 0.06040 -6.56303
Mn -0.04924 -0.52023 -1.59741
O 1.82595 -2.79565 -2.09334
C 1.06474 -1.95477 -1.89321
C -1.30233 0.81000 -1.58229
O -2.15108 1.56910 -1.80500
C -1.44933 -1.66447 -1.88277
O -2.40611 -2.31782 -2.07855
C 1.46339 0.51844 -1.55173
O 2.44829 1.07202 -1.73442
N -0.18672 -1.63636 2.24356
C -0.20912 -1.88366 0.92116
N -0.06742 -0.75139 0.23010
C 0.05804 0.31378 1.12161
C 0.20646 1.67496 0.87869
C 0.27108 2.53362 1.97090
C 0.19205 1.97568 3.26602
C 0.04706 0.58876 3.51860
C -0.01850 -0.23977 2.40871
H -0.27808 -2.37711 2.98425
H -0.32128 -2.81647 0.42867
H 0.27036 2.05323 -0.14774
H 0.38117 3.61650 1.82644
H 0.24628 2.65639 4.11599
H -0.01707 0.10740 4.51110
```

## Properties
E_HOMO (alpha / beta): -19.86 / -19.85 eV
LUMO energy (alpha / beta): -12.073 / -15.657 eV
total charge: +3
2S+1: 5

***

two | Computed, not measured: a structure of composition C12H6MnN2O5, with ωB97M-V/def2-TZVPD.

```
26
Properties=species:S:1:pos:R:3
O -0.66628 -6.77587 -3.21894
C -0.95151 -6.03659 -2.40329
Mn 0.10970 -1.35759 -0.99521
O -0.29599 -0.68985 -3.84155
C -0.07585 -0.92801 -2.70875
C 0.42917 -2.00562 0.64947
O 0.68998 -2.69126 1.55163
C 1.81006 -1.74433 -1.35424
O 2.92321 -2.08577 -1.51209
C -1.65261 -1.06561 -0.81807
O -2.81552 -1.10367 -0.91665
N 1.37011 2.45228 -0.40762
C 1.32165 1.24875 -1.08328
N 0.48825 0.39588 -0.47059
C -0.06221 1.00237 0.65681
C -0.97367 0.43014 1.58218
C -1.33594 1.25546 2.64785
C -0.78484 2.55595 2.70181
C 0.11612 3.10222 1.76151
C 0.47466 2.28021 0.71262
H 1.93108 3.23675 -0.69785
H 1.83348 0.93005 -1.97699
H -1.37620 -0.59404 1.47736
H -2.03088 0.90304 3.42254
H -1.05936 3.19695 3.51390
H 0.58339 4.08815 1.72744
```

## Properties
E_HOMO (alpha / beta): -19.85 / -19.84 eV
LUMO energy (alpha / beta): -12.451 / -15.692 eV
total charge: +3
2S+1: 5

***

Relative energies with respect to the most stable structure, expressed in hartree: one 0.0000; two 0.0480.

***

one | Computed, not measured: a structure of composition C6H10INO, with ωB97M-V/def2-TZVPD.

```
19
Properties=species:S:1:pos:R:3
C -1.23641 1.75447 2.14143
C -0.88659 1.38468 1.02667
C -0.70170 0.65846 -0.37233
C 0.78968 0.87272 -0.88712
O 1.73053 0.07815 -0.15889
C 1.43197 -1.27593 -0.46148
C 0.02573 -1.75944 0.00706
N -1.08759 -0.77388 -0.12990
H -1.13908 2.01624 3.18758
H -1.42007 1.07473 -1.10615
H 0.91623 0.75119 -1.99130
H 1.07973 2.01483 -0.67062
H 1.58979 -1.51041 -1.53922
H 2.17040 -1.88745 0.10151
H 0.13065 -2.17269 1.02739
H -0.23132 -2.63088 -0.63340
H -1.75053 -1.10470 -0.83379
H -1.62102 -0.78149 0.76331
I 0.20958 3.29141 0.52925
```

## Properties
E_HOMO: -5.38 eV
LUMO energy: -0.452 eV
total charge: 0

***

two | Computed, not measured: a structure of composition C6H10INO, with ωB97M-V/def2-TZVPD.

```
19
Properties=species:S:1:pos:R:3
C 0.71226 -0.23188 -0.70285
C 0.01023 -1.48432 -0.33483
C -0.30648 0.82950 -0.27632
C -1.25229 -0.11913 0.41590
C 0.60957 -2.44467 0.66150
C 0.84080 2.97270 -0.04408
N 1.81192 -0.18612 -1.24397
O 0.19563 1.89943 0.58060
I -3.23938 -0.29504 -0.08684
H -0.40050 -1.98982 -1.25463
H -0.66913 1.29816 -1.32215
H -1.08778 -0.06076 1.49648
H 0.96192 -3.29112 0.20304
H -0.14275 -2.67132 1.36760
H 1.47385 -2.05522 1.10568
H 1.84017 2.59055 -0.55525
H 1.15046 3.54198 0.82731
H 0.07094 3.65845 -0.53862
H 1.90456 0.82628 -1.42465
```

## Properties
E_HOMO: -8.93 eV
LUMO energy: 0.512 eV
total charge: 0

***

Relative energies with respect to the most stable structure, expressed in hartree: one 0.1364; two 0.0000.

***

one | Computed, not measured: an isolated molecule of C5H10OS, with ωB97M-V/def2-TZVPD.

```
17
Properties=species:S:1:pos:R:3
O -1.88163 1.05536 -1.37241
C -0.73460 0.27510 -0.98250
C 0.02177 1.04375 0.12416
C 1.34923 0.33107 0.55439
C 1.11484 -1.01339 1.20066
S 0.29363 -2.13812 0.00815
C -1.17528 -1.11022 -0.49351
H -1.57509 1.96381 -1.60313
H -0.05697 0.16800 -1.85146
H 0.31169 2.05528 -0.18988
H -0.60333 1.15813 0.98060
H 1.86844 0.99635 1.24904
H 1.97542 0.16414 -0.31829
H 2.10319 -1.45200 1.48274
H 0.50422 -0.85299 2.12323
H -1.69176 -1.61722 -1.28256
H -1.82376 -1.02705 0.37074
```

## Properties
E_HOMO: -8.69 eV
LUMO energy: 0.903 eV
total charge: 0
SMILES string: O[C@H]1CCCSC1

***

two | Computed, not measured: an isolated molecule of C5H10OS, with ωB97M-V/def2-TZVPD.

```
17
Properties=species:S:1:pos:R:3
C 2.79446 0.19118 0.46082
O 2.08195 -1.01279 0.02191
C 0.72395 -0.84988 -0.30054
C -0.13736 0.23817 -0.31137
C 0.33485 1.61975 -0.40509
S -1.81053 -0.36779 -0.51432
C -2.30771 0.12286 1.13503
H 2.28142 0.53756 1.42399
H 3.09138 0.99802 -0.32995
H 3.87052 0.03787 0.79457
H 0.38774 -1.81351 -0.36962
H 1.13376 1.69314 -1.17759
H 0.80337 1.87814 0.62813
H -0.44682 2.36874 -0.73590
H -1.60689 -0.49803 1.85354
H -2.34270 1.28290 1.19764
H -3.30798 -0.43038 1.29599
```

## Properties
E_HOMO: -8.18 eV
LUMO energy: 0.794 eV
total charge: 0
SMILES string: CO/C=C(\C)SC

***

three | Computed, not measured: an isolated molecule of C5H10OS, with ωB97M-V/def2-TZVPD.

```
17
Properties=species:S:1:pos:R:3
C -1.50052 -1.66179 1.66674
S -1.89932 -0.71950 0.19387
C -0.75704 0.66203 0.41980
C 0.70328 0.27675 0.21629
C 1.07851 0.05992 -1.25079
C 1.24234 1.35666 -2.00373
O 2.24480 1.65446 -2.59881
H -1.56452 -1.04645 2.56368
H -2.19764 -2.49372 1.73516
H -0.51477 -2.12554 1.64337
H -0.93833 1.10484 1.39678
H -1.02629 1.41692 -0.32023
H 0.94073 -0.61605 0.79408
H 1.38489 1.03694 0.61174
H 2.05378 -0.42552 -1.34181
H 0.34498 -0.56628 -1.76680
H 0.40514 2.08632 -1.95931
```

## Properties
E_HOMO: -8.86 eV
LUMO energy: 0.858 eV
total charge: 0
SMILES string: CSCCCC=O

***

Relative energies with respect to the most stable structure, expressed in hartree: one 0.0000; two 0.1063; three 0.0152.

***

one | Computed, not measured: an isolated molecule of C5H10OS, with ωB97M-V/def2-TZVPD.

```
17
Properties=species:S:1:pos:R:3
C 1.23736 0.55140 -1.35601
C -0.13137 0.96113 -0.90039
C -0.80316 0.04542 0.12164
C -0.63147 -1.42626 -0.24090
C -0.16788 0.38488 1.51181
O 0.12420 1.45068 1.86035
S -0.12117 -1.02754 2.67305
H 1.76616 1.36066 -1.91638
H 1.84564 0.28999 -0.42298
H 1.20019 -0.34332 -2.06363
H -0.08900 1.92766 -0.44230
H -0.79259 1.01131 -1.76394
H -1.83938 0.37114 0.21390
H -1.35600 -1.99571 0.32379
H -0.86791 -1.57180 -1.29167
H 0.38513 -1.76589 0.05037
H 0.24123 -0.22375 3.64329
```

## Properties
E_HOMO: -9.68 eV
LUMO energy: 0.758 eV
total charge: 0
SMILES string: CC[C@@H](C)C(=O)S

***

two | Computed, not measured: an isolated molecule of C5H10OS, with ωB97M-V/def2-TZVPD.

```
17
Properties=species:S:1:pos:R:3
C -1.53830 1.93259 0.10775
S -1.02167 1.21535 1.69721
C -0.39717 -0.44679 1.29415
C -0.34125 -0.91463 -0.14553
C 0.82774 -0.43072 -0.97686
C 2.20423 -0.87460 -0.51620
O 3.20288 -0.46080 -1.03781
H -1.09003 1.31594 -0.66032
H -2.60930 1.95053 -0.01639
H -1.20394 2.96714 0.07271
H -0.94895 -1.18936 1.85819
H 0.55898 -0.51005 1.78159
H -1.30968 -0.81663 -0.64808
H -0.31596 -2.01758 -0.13531
H 0.77016 -0.77547 -2.00288
H 0.92482 0.65681 -0.99209
H 2.28746 -1.60173 0.31988
```

## Properties
E_HOMO: -8.58 eV
LUMO energy: 0.827 eV
total charge: 0
SMILES string: CSCCCC=O

***

Relative energies with respect to the most stable structure, expressed in hartree: one 0.0000; two 0.0271.

***

one | Computed, not measured: a structure of composition C4H7F, with ωB97M-V/def2-TZVPD.

```
12
Properties=species:S:1:pos:R:3
C -0.91221 0.00314 0.15223
C 0.00855 -1.05818 -0.13681
C 1.08627 -0.09221 -0.25511
C -0.01454 1.10397 -0.19594
H -1.23057 0.16187 1.13275
H -0.32510 -1.57218 -1.08376
H 0.31269 -1.79091 0.97404
H 1.98304 -0.29892 -0.68855
H 1.38315 0.29666 0.73444
H -0.29954 1.48891 -1.04440
H 0.25276 1.83382 0.65115
F -2.24448 -0.07596 -0.24003
```

## Properties
E_HOMO: -10.19 eV
LUMO energy: 0.878 eV
total charge: 0

***

two | Computed, not measured: an isolated molecule of C4H7F, with ωB97M-V/def2-TZVPD.

```
12
Properties=species:S:1:pos:R:3
C 0.96550 1.74537 -0.07666
C 0.48391 0.34076 0.20540
C -0.41338 -0.32843 -0.36352
C -0.95847 -1.60548 0.17662
F -1.25956 -2.51928 -0.74206
H 1.01144 2.25785 0.82450
H 2.04067 1.57008 -0.23752
H 0.48160 2.33672 -0.87112
H 1.20356 -0.40985 0.67104
H -1.23812 0.10057 -1.00492
H -1.93890 -1.27987 0.61602
H -0.37826 -2.20845 0.80223
```

## Properties
E_HOMO: -9.96 eV
LUMO energy: 1.138 eV
total charge: 0
SMILES string: C/C=C/CF

***

Relative energies with respect to the most stable structure, expressed in hartree: one 0.0759; two 0.0000.